Record 1
{"formula": "C53H59AsN8O2P2Re", "method": "wB97M-V/def2-TZVPD", "symbols": ["Re", "C", "N", "C", "C", "N", "C", "C", "C", "C", "C", "C", "N", "C", "N", "C", "C", "C", "C", "C", "C", "N", "H", "H", "H", "H", "H", "H", "H", "H", "H", "H", "H", "H", "H", "H", "H", "N", "P", "C", "C", "C", "C", "C", "C", "C", "C", "C", "C", "C", "C", "P", "C", "C", "C", "C", "C", "C", "C", "C", "C", "C", "C", "C", "H", "H", "H", "H", "H", "H", "H", "H", "H", "H", "H", "H", "H", "H", "H", "H", "H", "H", "H", "H", "H", "C", "C", "N", "C", "C", "C", "O", "C", "C", "C", "C", "N", "C", "H", "H", "H", "H", "H", "H", "H", "H", "H", "H", "H", "H", "H", "H", "C", "As", "C", "C", "O", "H", "H", "H", "H", "H", "H", "H", "H", "H"], "positions_angstrom": [[0.33534, 0.32898, -1.12131], [3.05628, -1.16287, -1.76842], [1.96644, -0.39816, -2.48660], [2.54049, 0.76354, -3.22221], [2.61142, 1.87401, -2.23830], [1.75110, 1.91804, -1.22878], [2.08097, 3.06867, -0.48598], [1.56058, 3.57797, 0.70455], [2.12433, 4.74243, 1.18749], [3.18232, 5.38621, 0.52035], [3.71782, 4.87904, -0.64480], [3.14486, 3.70515, -1.12329], [3.45587, 2.90850, -2.22562], [2.64059, -1.57817, -0.40809], [2.02091, -0.72134, 1.71638], [1.46892, -2.00133, 2.04420], [0.93802, -2.22192, 3.30607], [0.45336, -3.48248, 3.62683], [0.47138, -4.50767, 2.68176], [0.98651, -4.28143, 1.41922], [1.49867, -3.02652, 1.10118], [2.08779, -2.76696, -0.14690], [3.32503, -2.04687, -2.35211], [3.93555, -0.51853, -1.72552], [1.56940, -1.03454, -3.17846], [3.50922, 0.53923, -3.67416], [1.84823, 1.03397, -4.02097], [0.75019, 3.09141, 1.22818], [1.74129, 5.17949, 2.09956], [3.58688, 6.30029, 0.93247], [4.53790, 5.36933, -1.15137], [4.16501, 3.10061, -2.91783], [0.86925, -1.40588, 4.01839], [0.04997, -3.66126, 4.61428], [0.08793, -5.48642, 2.93458], [1.02431, -5.08006, 0.68786], [2.30435, -3.55082, -0.75864], [-1.53402, -0.51892, -3.35261], [-1.17227, 1.05637, -2.87012], [-2.74468, 1.85516, -2.54324], [-3.73278, 1.14095, -1.85788], [-4.94284, 1.74727, -1.56298], [-5.17007, 3.06756, -1.93637], [-4.19069, 3.78155, -2.61258], [-2.97837, 3.17895, -2.92139], [-0.41042, 1.95139, -4.21977], [0.22233, 3.17090, -3.95622], [0.75898, 3.91007, -4.99903], [0.67229, 3.43349, -6.30386], [0.04512, 2.22395, -6.56873], [-0.50293, 1.48159, -5.52983], [-1.00517, -1.51955, -2.08808], [-2.44354, -2.33631, -1.41182], [-3.19553, -3.13817, -2.27887], [-4.34629, -3.75555, -1.82374], [-4.73993, -3.59260, -0.50096], [-3.98723, -2.81313, 0.36580], [-2.83501, -2.18190, -0.08486], [-0.06816, -2.84879, -2.88559], [0.11098, -4.05409, -2.20215], [0.84853, -5.07944, -2.77805], [1.40874, -4.91277, -4.04171], [1.21574, -3.72641, -4.73559], [0.47163, -2.69763, -4.16349], [-2.33193, -0.75214, -3.93795], [-3.57476, 0.10882, -1.56956], [-5.71889, 1.18675, -1.05932], [-6.12099, 3.53405, -1.71709], [-4.37966, 4.79988, -2.92385], [-2.23875, 3.73495, -3.48131], [0.27691, 3.55475, -2.94168], [1.23097, 4.86393, -4.80292], [1.08231, 4.01564, -7.11821], [-0.02973, 1.86440, -7.58607], [-0.99864, 0.54388, -5.74860], [-2.88514, -3.28822, -3.30737], [-4.93366, -4.36721, -2.49496], [-5.63667, -4.08219, -0.14530], [-4.30329, -2.69600, 1.38946], [-2.25704, -1.56335, 0.58935], [-0.36131, -4.20510, -1.23678], [0.96008, -6.02485, -2.26145], [1.96393, -5.72137, -4.49791], [1.61787, -3.61218, -5.73347], [0.27813, -1.79459, -4.73435], [-0.63867, -1.21280, 6.63829], [-1.25960, 0.16247, 6.44536], [-1.81663, 0.39965, 5.09753], [-3.26751, 0.26951, 4.94097], [-3.72971, -1.17137, 5.05701], [-0.95312, 0.62653, 4.11199], [0.27338, 0.55887, 4.24115], [-1.40362, 1.13178, 2.75139], [-2.11283, 2.32115, 2.61433], [-2.19623, 2.91843, 1.36680], [-1.55241, 2.33203, 0.29761], [-0.86689, 1.17579, 0.41111], [-0.82534, 0.58484, 1.62533], [-0.36707, -1.34060, 7.68547], [0.26614, -1.31671, 6.04105], [-1.33533, -2.01073, 6.37919], [-0.52407, 0.94235, 6.63759], [-2.08357, 0.30652, 7.14279], [-3.56031, 0.69547, 3.98233], [-3.73845, 0.87448, 5.71636], [-3.27430, -1.79190, 4.28233], [-4.81460, -1.22294, 4.96821], [-3.46877, -1.59460, 6.02609], [-2.57802, 2.77994, 3.47849], [-2.72045, 3.85267, 1.22177], [-1.53979, 2.80929, -0.66995], [-0.23545, -0.31731, 1.70527], [4.64729, 0.67625, 1.24525], [3.59773, -0.20238, 2.56857], [4.48050, -1.74422, 3.26149], [3.12192, 1.02854, 3.92823], [2.05735, -0.52416, 0.29896], [5.51839, 1.09272, 1.75268], [4.05960, 1.48298, 0.80467], [4.97238, -0.03970, 0.49313], [5.53419, -1.48665, 3.37828], [4.37318, -2.57166, 2.56142], [4.05429, -2.00584, 4.22792], [4.04769, 1.47637, 4.29323], [2.60055, 0.51515, 4.73337], [2.46554, 1.78235, 3.49607]], "mulliken_charge": [2.0884, -1.1405, -0.0869, -1.4566, 0.1464, 1.1080, -0.1013, -0.0805, -1.1544, -0.7388, -1.2076, 0.9110, 0.2139, 0.1271, 0.0665, 0.2261, 0.2268, -0.4584, -1.2142, -0.5057, -0.5375, 0.2845, 0.5700, 0.3561, -0.3268, 0.8439, 0.0876, 0.4380, 0.5420, 0.4660, 0.5364, 0.2713, -0.3972, 0.5687, 0.5331, 0.6956, 0.6638, 0.5555, 0.5524, 0.4590, -0.4826, -0.9774, -0.7047, -0.9640, -0.0796, 0.1521, -0.2829, -0.7556, -0.8549, -0.9502, -0.5593, 0.6413, 0.4954, -0.7735, -0.9746, -0.6407, -0.9708, 0.0379, 0.8526, -1.4399, -0.4159, -0.9158, -0.9472, -0.8700, 0.4405, 0.2278, 0.5208, 0.4650, 0.5072, 0.4348, 0.5910, 0.5319, 0.4703, 0.4985, 0.4589, 0.5115, 0.4859, 0.4674, 0.5841, 0.3488, 0.8800, 0.5214, 0.4810, 0.5334, 0.5514, -0.6651, -0.8604, 0.2328, -0.4913, -1.1982, 0.4236, -0.5602, 0.2592, -0.0639, -1.7855, 0.0232, 0.7497, -0.7981, 0.4960, -0.0112, 0.2338, 0.3871, 0.4998, 0.3356, 0.4150, 0.2698, 0.4099, 0.3455, 0.6872, 0.6925, 0.4269, -0.3624, -0.9123, 0.6216, -1.1891, -0.9580, 0.5162, 0.5891, 0.0861, 0.3932, 0.4960, 0.4319, 0.3971, 0.6616, 0.3273, 0.1849], "multiplicity": 2, "homo_ha": [-0.6263, -0.6132], "total_charge": 4, "homo_lumo_gap_ev": [4.83, 4.45], "s_squared": 0.759, "max_force_ev_per_a": 4.5}


Record 2
{"formula": "C4H8N2O", "method": "wB97M-V/def2-TZVPD", "symbols": ["C", "C", "N", "C", "C", "N", "O", "H", "H", "H", "H", "H", "H", "H", "H"], "positions_angstrom": [[2.03139, -0.77721, -0.10602], [0.56096, -0.49456, -0.10056], [-0.34953, -1.39056, 0.09439], [-1.69218, -0.68803, -0.07117], [-1.32572, 0.80437, -0.06988], [0.07032, 0.76364, -0.46948], [0.76846, 1.86232, 0.01062], [2.57683, -0.20090, 0.64886], [2.51207, -0.55799, -1.01898], [2.17542, -1.79844, 0.16246], [-2.22396, -0.98629, -1.01768], [-2.32835, -0.92890, 0.80298], [-1.46622, 1.14955, 0.95205], [-1.96502, 1.35086, -0.78292], [0.65554, 1.89215, 0.96533]], "mulliken_charge": [-1.0886, 0.6148, -0.6063, -0.3960, -0.4638, 0.0104, -0.4188, 0.2789, 0.3136, 0.3428, 0.2507, 0.2771, 0.2849, 0.2669, 0.3333], "homo_ha": -0.3323, "total_charge": 0, "homo_lumo_gap_ev": 9.91, "max_force_ev_per_a": 1.7, "smiles": "CC1=NCCN1O"}


Record 3
{"formula": "C12H25Br2N4O", "method": "wB97M-V/def2-TZVPD", "symbols": ["C", "C", "O", "N", "C", "C", "C", "C", "C", "C", "C", "N", "C", "N", "N", "H", "H", "H", "H", "H", "H", "H", "H", "H", "H", "H", "H", "H", "H", "H", "H", "H", "H", "H", "H", "H", "Br", "C", "C", "Br", "H", "H", "H", "H"], "positions_angstrom": [[-2.73681, 2.16134, -2.67121], [-3.14865, 2.35013, -1.07192], [-3.10216, 3.56579, -0.46133], [-3.58577, 1.17802, -0.16899], [-2.27077, 0.41073, 0.04723], [-2.42598, -0.93134, 0.96880], [-2.34823, -0.69200, 2.58653], [-1.34567, 0.49655, 3.08019], [0.24742, 0.23743, 2.90584], [0.91845, 1.70297, 2.45738], [2.11933, 1.50679, 1.31008], [1.44019, 0.86184, 0.12108], [0.96262, -0.52332, 0.60367], [0.86252, -1.47725, -0.41547], [0.68346, -0.89173, 2.03446], [-3.69188, 1.88873, -3.32591], [-2.28907, 3.14206, -3.14133], [-1.97871, 1.26706, -2.84777], [-4.21028, 0.55416, -0.76009], [-1.43127, 1.15620, 0.37448], [-1.96518, 0.03306, -1.04311], [-3.49721, -1.40651, 0.74962], [-1.65362, -1.79485, 0.71923], [-2.09521, -1.73351, 3.10616], [-3.45120, -0.41351, 2.94332], [-1.74897, 1.50502, 2.58337], [-1.54801, 0.64495, 4.24761], [0.69158, 0.03712, 3.99588], [0.12052, 2.41033, 1.92540], [1.28333, 2.27913, 3.40817], [2.43921, 2.59632, 0.96628], [3.02205, 0.90848, 1.75306], [0.64292, 1.42330, -0.24942], [1.64734, -1.47264, -1.11180], [0.12826, -2.21643, -0.46105], [0.16566, -1.78179, 2.15796], [4.24962, -0.76804, -1.85643], [4.27777, -2.53916, -2.67266], [4.21455, -2.44774, -4.17971], [2.40464, -2.04916, -4.78747], [3.44965, -3.10534, -2.23675], [5.22410, -2.98433, -2.35272], [4.46073, -3.41176, -4.63492], [4.86871, -1.67707, -4.59574]], "mulliken_charge": [-0.8603, 0.5320, -0.5039, -0.3517, -0.0162, -0.2980, -1.0139, -0.6279, 0.0496, -0.7254, -0.5876, -0.1832, -0.1073, -0.0695, -0.0464, 0.3040, 0.3044, 0.2456, 0.3701, -0.1353, 0.1348, 0.4189, -0.0241, 0.2831, 0.3643, 0.3011, 0.3674, 0.4085, 0.2409, 0.3988, 0.3551, 0.3105, 0.3447, 0.0487, 0.2995, 0.4404, -0.1287, -0.6404, -0.5300, -0.1373, 0.3612, 0.3737, 0.3498, 0.3799], "homo_ha": -0.4621, "total_charge": 1, "homo_lumo_gap_ev": 8.45, "max_force_ev_per_a": 9.0}